1.
{"formula": "C30H38IN7O2", "method": "ωB97M-V with the def2-TZVPD basis set", "smiles": "C#COC(=O)NC[C@@H](C)I.c1cc[nH]c1.c1cc[nH]c1.c1cc[nH]c1.c1cc[nH]c1.c1cc[nH]c1.c1cc[nH]c1", "symbols": ["C", "H", "C", "C", "C", "H", "C", "N", "I", "H", "H", "H", "H", "C", "H", "C", "N", "H", "H", "H", "N", "H", "C", "C", "N", "C", "C", "H", "C", "H", "H", "C", "C", "H", "N", "H", "N", "N", "H", "H", "H", "H", "H", "C", "H", "C", "H", "O", "C", "H", "H", "H", "H", "C", "H", "C", "C", "H", "H", "C", "H", "C", "C", "O", "C", "C", "C", "H", "H", "C", "H", "C", "H", "H", "C", "C", "H", "H"], "xyz": [[-0.0932, -1.0851, 1.9605], [-0.7745, -1.6481, -7.4737], [-2.2014, 2.1046, -0.6823], [-0.1781, 6.7878, 4.8776], [1.0053, -2.2175, 8.5443], [-1.8148, 1.3704, 3.2141], [0.7469, -7.1896, -5.7109], [-1.5577, 3.3089, -0.5754], [1.1959, 0.6810, -6.7242], [2.7498, -7.1721, -4.7046], [-1.3652, 0.3118, 1.0038], [-4.1526, 1.4387, 0.0314], [1.6950, -5.0897, -3.3336], [-0.3422, -6.3827, -5.5160], [-0.6424, -4.7730, -4.1878], [-2.3531, 4.1928, 0.0993], [0.6552, -0.8955, 8.5669], [3.1016, -0.4642, -4.8989], [-1.3096, -6.3712, -5.9875], [0.0693, 7.2257, 5.8292], [3.1297, 0.9194, -1.0516], [3.4465, 1.3916, -1.8780], [0.3954, -2.0994, -5.7977], [-0.5362, -0.7223, 7.9164], [-0.8724, -1.9990, -6.5289], [-1.1662, 0.5195, 3.0906], [-1.0270, 6.7309, 2.8087], [2.2208, -0.8378, -3.4483], [3.9223, 0.5602, 0.0038], [0.5476, 4.7305, 4.8938], [-0.6400, 3.5135, -0.9259], [-2.0096, 0.8445, -5.2503], [1.2563, -5.6996, -4.1052], [0.1895, -2.7896, -4.9750], [-0.8342, 7.5087, 3.9178], [-1.4924, 2.2802, -3.5833], [-0.9528, -0.0258, 1.8556], [-0.0238, -5.4822, -4.5377], [4.9778, 0.7713, 0.0026], [0.0137, -3.9585, 7.6823], [1.1918, -0.1633, 8.9931], [3.4600, -0.4487, 1.8816], [-0.3961, -0.0258, 5.0614], [1.7627, -6.7556, -4.8150], [0.2720, -0.4549, -4.4345], [0.9575, -0.8167, -5.2016], [1.9148, -2.5600, 9.0071], [-2.4817, -1.8631, -4.9051], [-0.9521, -1.9480, 7.4699], [-4.3386, 3.9797, 0.9751], [2.5983, -2.1406, -4.5576], [-2.0230, 5.1993, 0.2892], [-1.7391, 1.2703, -1.1848], [0.2446, -1.2220, 3.2814], [1.1310, -2.5819, -6.4408], [-0.4891, 5.4971, 3.0626], [-3.5143, 3.5495, 0.4320], [-1.8552, -2.1424, 6.9164], [0.9278, -0.4765, 0.9037], [3.1292, -0.0538, 0.9359], [-1.5286, 7.1221, 1.9399], [0.0270, -2.8981, 7.8699], [2.3046, -1.0911, -4.5077], [-2.1301, -0.0456, -6.2128], [-1.7959, 1.6473, -4.3856], [-0.4378, -0.2022, 3.9998], [0.0501, 5.5341, 4.3774], [0.2035, -1.6492, 1.0924], [0.9050, -1.9683, 3.6905], [1.8032, -0.0687, 0.4240], [-0.4833, 4.6591, 2.3856], [-3.4170, 2.2201, -0.0617], [0.8102, -8.0007, -6.4166], [1.0568, 0.7272, -1.5221], [-1.8700, -1.3689, -5.8013], [1.8377, 0.5370, -0.8040], [-1.1313, 8.4617, 4.0137], [-0.9838, 0.2526, 7.8259]], "forces_ev_per_angstrom": [[-1.7, -1.1, 1.3], [0.2, 0.4, 0.2], [0.1, -0.1, 0.0], [0.0, 0.0, 0.0], [0.0, 0.0, 0.0], [0.0, 0.0, 0.0], [0.0, 0.0, 0.0], [0.0, 0.0, 0.0], [0.0, 0.0, 0.1], [0.0, 0.0, 0.0], [0.0, 0.1, 0.0], [0.0, 0.0, 0.0], [0.0, 0.0, 0.0], [0.0, 0.0, 0.0], [-0.1, -0.1, 0.0], [0.0, 0.0, 0.0], [0.0, 0.0, 0.0], [0.1, -0.2, -0.1], [0.0, 0.0, 0.0], [0.0, 0.0, 0.0], [0.1, 0.1, -0.1], [0.0, 0.0, 0.0], [-0.3, -0.5, 0.1], [0.0, 0.0, 0.0], [-0.1, 0.4, -0.4], [0.1, 0.0, 0.1], [0.0, 0.0, 0.0], [0.0, -0.1, 0.0], [0.0, 0.0, 0.0], [0.0, 0.0, 0.0], [0.0, 0.0, 0.0], [0.0, 0.0, 0.2], [0.0, 0.0, 0.0], [0.3, 0.1, 0.1], [0.0, 0.0, 0.0], [-0.3, 0.1, -0.2], [-0.3, -0.2, 0.0], [0.0, 0.1, 0.0], [0.0, 0.0, 0.0], [0.0, 0.0, 0.0], [0.0, 0.0, 0.0], [0.0, 0.0, 0.0], [0.0, 0.0, 0.0], [0.0, 0.0, 0.0], [-0.2, 0.4, -0.4], [0.4, -0.4, 0.2], [0.0, 0.0, 0.0], [0.5, 0.3, 0.0], [0.0, 0.0, 0.0], [0.0, 0.0, 0.0], [0.0, 0.0, -0.2], [0.0, 0.0, 0.0], [0.0, 0.0, -0.1], [0.0, -0.1, 0.0], [-0.1, 0.0, -0.1], [0.0, 0.0, 0.0], [0.0, 0.0, 0.0], [0.0, 0.0, 0.0], [1.8, 1.3, -1.0], [0.0, 0.0, -0.1], [0.0, 0.0, 0.0], [0.0, 0.0, 0.0], [-0.1, 0.3, 0.4], [0.0, 0.3, -0.1], [0.1, -0.4, -0.1], [0.0, 0.1, 0.0], [0.0, 0.0, 0.0], [-0.8, -0.7, 0.6], [0.0, 0.0, 0.0], [0.5, 0.5, -0.7], [0.0, 0.0, 0.0], [0.0, 0.0, 0.0], [0.0, 0.0, 0.0], [0.0, 0.0, 0.0], [-0.5, -0.7, 0.5], [0.1, 0.0, 0.0], [0.0, 0.0, 0.0], [0.0, 0.0, 0.0]]}

***

2.
{"formula": "C30H38N4O4S", "method": "ωB97M-V with the def2-TZVPD basis set", "smiles": "CCn1cc(C(=O)NCCCN2CCCCCC2)c(=O)c2cc(S(=O)(=O)N3CCc4ccccc4C3)ccc21", "symbols": ["H", "C", "C", "C", "N", "N", "C", "C", "C", "H", "H", "H", "C", "C", "H", "C", "H", "H", "C", "C", "H", "H", "C", "H", "C", "H", "H", "H", "O", "H", "C", "H", "H", "C", "H", "C", "C", "H", "C", "N", "H", "H", "H", "C", "C", "H", "H", "H", "H", "H", "C", "C", "N", "H", "H", "H", "C", "H", "C", "H", "H", "H", "C", "O", "O", "C", "O", "H", "H", "S", "C", "C", "H", "H", "C", "H", "C"], "xyz": [[9.6658, 0.4265, 0.8047], [-4.9679, -0.6432, 1.6778], [7.7383, 0.3206, 1.7265], [6.3848, -0.3934, 1.6061], [-6.4981, 2.0162, -0.2002], [-1.6541, -2.1550, 1.1314], [-4.7874, 0.4487, -1.7332], [-7.0621, 0.8179, -0.7714], [8.2727, 1.2841, -0.5702], [8.1565, 2.2587, -0.0901], [-6.3375, 3.1933, -1.8679], [8.5974, -0.7581, 0.0587], [8.6345, 0.2439, 0.4899], [-1.0839, 0.5726, 0.4540], [6.2707, -1.2206, -0.3856], [-3.9747, -1.5914, 1.6069], [-7.7389, 1.1105, -1.5845], [-3.5918, 2.1530, -1.3442], [-6.1568, -1.4773, -1.2797], [-0.1016, -0.4844, 0.3633], [3.6362, 1.0358, 1.1248], [-5.2980, -3.3838, -1.7228], [-4.5645, 1.9358, -1.7901], [8.2713, -0.1127, 2.5771], [-3.9417, -1.7744, -2.1346], [4.7221, -0.7724, 0.3064], [-5.2441, 3.5843, -0.5299], [-3.1724, 2.1113, 0.9147], [-5.5029, 3.1684, 1.7740], [0.8817, 1.6670, -0.4081], [5.2366, 1.9472, -0.0025], [-2.5024, -3.6636, 2.2951], [5.6832, 0.0856, 2.2924], [6.9991, 0.9470, -1.3611], [-5.9759, -0.9080, 1.9542], [2.9427, 1.3409, -0.8771], [-1.8567, -3.5632, 1.4205], [-7.6524, 0.3382, 0.0107], [-2.3945, 0.1207, 0.9468], [1.6002, 0.9558, -0.5143], [-7.0937, -1.8900, -0.9347], [9.0934, 1.3679, -1.2872], [-3.3979, -3.8662, -0.0694], [-3.7666, -0.4044, -2.1395], [1.3181, -0.2776, -0.0713], [5.7708, 2.2579, 0.9106], [3.4349, 0.4737, -1.3226], [-4.4974, 2.2318, -2.8409], [6.4940, -1.4296, 1.9345], [-0.8854, -3.9936, 1.6734], [3.7553, 1.7852, 0.3417], [-5.9857, -0.0992, -1.2835], [5.7847, 0.7528, -0.6073], [-2.5967, -5.3484, 0.4711], [7.1750, 0.0278, -1.9298], [2.8888, 2.1430, -1.6156], [5.7623, -0.4493, 0.1972], [5.3401, 2.7539, -0.7354], [-3.4092, 1.0717, 1.0799], [0.3305, -2.5132, 0.6388], [7.5795, 1.3761, 1.9626], [-2.8280, 0.0184, -2.4679], [-4.6810, 0.6883, 1.4112], [-7.1193, 1.3289, 2.1071], [-0.8946, 1.7473, 0.1374], [-5.6708, 2.7665, -1.1104], [2.1248, -1.1959, -0.0319], [-4.2230, -2.6154, 1.8296], [-1.7657, -4.2408, -0.6240], [-6.0144, 1.8899, 1.3865], [-2.6706, -1.2328, 1.2292], [-0.4399, -1.7558, 0.7088], [3.3719, 2.7341, 0.7230], [6.8164, 1.7501, -2.0836], [-5.1466, -2.3142, -1.7136], [-3.1416, -2.4201, -2.4652], [-2.4458, -4.3016, 0.2222]], "forces_ev_per_angstrom": [[0.0, -0.1, 0.0], [0.1, -0.2, 0.1], [0.0, -0.2, 0.0], [0.0, 0.2, -0.2], [0.0, 0.0, 1.0], [0.3, 0.1, 0.0], [-0.1, -0.1, -0.1], [-0.3, -0.4, 0.0], [-0.2, -0.3, -0.2], [0.1, 0.1, 0.0], [0.0, 0.0, 0.1], [0.1, -0.1, 0.0], [0.0, 0.3, 0.1], [0.0, -0.3, 0.0], [-0.1, 0.0, 0.0], [-0.1, 0.0, 0.0], [0.0, 0.0, 0.1], [0.0, 0.0, 0.0], [0.0, 0.1, -0.1], [0.0, 0.0, 0.0], [-0.1, 0.0, 0.1], [0.0, -0.1, 0.0], [0.0, 0.1, 0.0], [0.0, 0.1, 0.0], [0.1, 0.0, -0.1], [0.0, -0.1, 0.0], [0.0, 0.1, -0.3], [0.1, 0.1, -0.1], [0.3, 0.0, -0.2], [-0.1, -0.2, 0.0], [-0.2, 0.0, 0.1], [0.1, 0.0, 0.0], [-0.1, -0.1, 0.1], [0.3, 0.2, 0.0], [-0.1, -0.1, 0.0], [0.3, -0.2, 0.2], [-0.2, -0.5, -0.2], [-0.1, -0.1, -0.2], [-0.2, 0.0, 0.1], [-0.1, 0.4, 0.0], [-0.1, -0.1, 0.1], [0.0, 0.1, 0.0], [-0.1, 0.0, 0.0], [-0.1, 0.0, 0.0], [-0.3, 0.1, 0.0], [0.0, 0.1, -0.1], [-0.1, 0.2, -0.1], [0.1, 0.0, 0.1], [-0.1, 0.0, 0.1], [-0.1, 0.1, 0.1], [0.2, 0.0, -0.3], [0.1, -0.1, -0.2], [0.0, 0.1, -0.1], [0.0, -0.1, 0.0], [0.0, 0.0, 0.0], [0.0, -0.1, 0.0], [-0.1, -0.1, 0.3], [0.1, 0.0, 0.1], [0.1, 0.0, 0.1], [0.0, -0.1, 0.0], [0.0, 0.0, 0.0], [0.1, 0.1, 0.0], [-0.4, 0.6, 0.1], [0.1, -0.3, -0.1], [-0.1, 0.2, 0.0], [0.4, 0.4, -0.2], [0.3, -0.3, 0.0], [0.0, -0.1, 0.0], [0.1, 0.0, -0.1], [-0.1, 0.1, 0.0], [-0.3, 0.7, 0.0], [0.3, 0.3, -0.1], [0.0, 0.0, 0.1], [0.0, -0.1, 0.0], [-0.1, -0.1, 0.0], [0.1, -0.1, 0.0], [0.1, 0.1, 0.2]]}

***

| no. | frontier orbital gap (Eh) | highest occupied orbital energy (eV) |
| --- | --- | --- |
| 1 | 0.29849 | -7.86 |
| 2 | 0.28185 | -7.83 |